# 1
DFT (wB97M-V/def2-TZVPD) results for a molecular structure, C8H9BLaNO4 in a non-equilibrium geometry.

Results
Charge   +2
Gap between HOMO and LUMO   3.46 eV

Geometry (Å):
O: -1.3342 0.5885 3.7109
N: -0.6035 0.0303 2.8941
O: -1.0353 0.2933 1.6483
C: -1.9981 -0.7080 1.1640
B: -1.4101 -2.2382 1.0350
O: -0.1584 -2.3665 0.2630
C: -0.2395 -1.7107 -1.0516
O: -0.7758 -2.2272 -2.1611
C: 0.4635 -0.1969 -1.1591
C: 2.0457 -0.0829 -0.7331
C: 2.7310 1.4264 -0.8002
C: 1.7639 2.6829 -1.2618
C: 0.1732 2.5406 -1.6993
C: -0.5072 1.0345 -1.6416
H: -2.4112 -0.3946 0.1081
H: -2.8877 -0.7352 1.9297
H: -2.2834 -2.9684 0.6631
H: -1.1626 -2.6093 2.1462
H: 2.6266 -1.0470 -0.3888
H: 3.8669 1.5221 -0.5174
H: 2.2186 3.7618 -1.2987
H: -0.5246 3.4310 -2.0117
H: -1.6302 0.7918 -1.9042
La: 3.0723 -0.8184 1.0662

Löwdin analysis output, partial charges in e:
1 O 0.101
2 N -0.055
3 O -0.186
4 C -0.130
5 B -0.525
6 O -0.043
7 C -0.250
8 O 0.096
9 C 0.071
10 C -0.328
11 C -0.059
12 C 0.066
13 C 0.106
14 C 0.108
15 H 0.128
16 H 0.152
17 H 0.104
18 H 0.070
19 H -0.177
20 H 0.094
21 H 0.135
22 H 0.145
23 H 0.156
24 La 2.221

=====

# 2
DFT (wB97M-V/def2-TZVPD) results for 2 unconnected molecules or ions with the total composition H2N2O3 in a non-equilibrium geometry.

Results
SMILES string   O=NN=O.O
Gap between HOMO and LUMO   8.85 eV

Geometry (Å):
O: 1.8764 1.2493 0.9574
N: 1.8875 0.2498 0.3212
N: 1.2283 -0.5682 -0.1473
O: 1.2305 -1.5109 -0.8920
O: -1.9363 0.0313 -0.3347
H: -1.7267 0.9326 -0.1856
H: -2.5597 -0.3840 0.2809

Löwdin analysis output, partial charges in e:
1 O 0.051
2 N -0.062
3 N -0.050
4 O 0.050
5 O -0.049
6 H 0.010
7 H 0.049

=====

# 3
DFT (wB97M-V/def2-TZVPD) results for 7 unconnected molecules or ions with the total composition C46H71ClN8O11P3S4 in a non-equilibrium geometry.

Results
Charge   -1
Gap between HOMO and LUMO   7.00 eV

Geometry (Å):
C: -0.7102 2.9828 1.0361
C: 0.6089 2.5291 0.3485
C: 0.4053 2.0547 -1.1108
C: -0.5697 0.8743 -1.2030
N: -0.5127 0.1285 -2.4657
C: -1.5972 -0.8517 -2.5789
C: -1.4568 -2.0873 -1.6386
C: -2.8594 -2.5470 -1.2486
C: -3.0073 -3.6898 -0.2329
C: -2.8733 -3.3286 1.2844
P: -1.0344 -2.9350 1.5136
O: -0.2532 -3.9024 0.3870
Cl: -0.2610 -3.8566 3.2749
C: -3.2764 -4.7048 1.9844
P: -2.1221 -6.1632 1.7087
S: -3.1876 -7.7949 1.4519
O: -3.3986 -4.6334 3.4079
S: -4.6082 -3.6558 3.8775
O: -4.8014 -3.7341 5.2828
O: -5.7742 -4.1647 3.2303
C: -3.9967 -2.0482 3.2737
O: -2.6784 -1.8449 3.7715
C: -2.2670 -2.3196 5.0442
C: -2.8854 -1.7583 6.3466
C: -2.0000 -0.6144 6.9325
P: -4.8643 -0.5003 3.9028
N: -5.9545 -0.9668 4.9063
O: -5.5311 0.4632 2.7930
O: -3.7805 0.4850 4.5868
C: -3.8531 -2.1580 1.7003
C: -5.1843 -2.4087 0.9273
C: -6.4948 -1.7526 1.3214
O: -7.2834 -2.0853 2.1794
O: -6.8379 -0.6945 0.5342
C: -3.3055 -0.7444 1.2107
O: -2.2068 -0.2797 1.6224
O: -4.0401 -0.1111 0.4512
C: 0.7583 -0.3709 -2.8246
S: 1.3560 0.0399 -4.2882
S: 1.8123 -1.4292 -1.8315
C: 1.9106 -0.8134 -0.1182
C: 2.9881 -1.5787 0.6693
C: 2.7137 -1.4478 2.1770
H: -0.8534 2.3918 1.9436
H: -1.5852 2.9618 0.3887
H: -0.5572 4.0061 1.4001
H: 1.2604 3.4092 0.2735
H: 1.1327 1.7902 0.9628
H: 1.4058 1.8467 -1.5142
H: -0.0134 2.9105 -1.6533
H: -1.5823 1.2854 -1.1409
H: -0.4523 0.2662 -0.2946
H: -2.5302 -0.3147 -2.3757
H: -1.6758 -1.1931 -3.6193
H: -0.8909 -2.8389 -2.1974
H: -0.8441 -1.7511 -0.8004
H: -3.2939 -2.9412 -2.1839
H: -3.4399 -1.6403 -1.0595
H: -3.9435 -4.2134 -0.4547
H: -2.2688 -4.4510 -0.5156
H: 0.6707 -3.9846 0.6535
H: -4.2124 -5.0893 1.5598
H: -1.3958 -6.3364 2.9002
H: -1.2896 -6.0209 0.5927
H: -1.2084 -2.0471 5.1099
H: -2.2077 -3.4084 5.1644
H: -2.8460 -2.5525 7.1014
H: -3.9315 -1.4597 6.2822
H: -1.2959 -0.9802 7.6815
H: -1.4678 -0.0956 6.1284
H: -2.6699 0.1355 7.3665
H: -6.8426 -0.6059 4.5731
H: -5.9051 1.2091 3.2800
H: -3.1200 0.6454 3.8787
H: -5.1003 -2.1694 -0.1309
H: -5.4046 -3.4820 0.9197
H: -7.5795 -0.2542 0.9638
H: 2.0890 0.2581 -0.0588
H: 0.9590 -1.0452 0.3753
H: 2.9765 -2.6486 0.4320
H: 3.9614 -1.1287 0.4543
H: 3.5878 -1.7447 2.7655
H: 2.4672 -0.4158 2.4535
H: 1.8822 -2.0770 2.5088
N: 4.1351 4.0164 0.2597
C: 4.0396 4.5455 1.5181
C: 4.5473 5.8172 1.4805
C: 4.9602 6.0660 0.1443
C: 4.6898 4.9366 -0.5833
H: 3.8412 3.0940 -0.0047
H: 3.6209 3.9729 2.3283
H: 4.6141 6.4937 2.3161
H: 5.4035 6.9706 -0.2383
H: 4.8448 4.7082 -1.6245
N: 8.2926 7.2197 -2.1972
C: 8.1254 5.9890 -1.6211
C: 9.2681 5.2679 -1.8323
C: 10.1645 6.0952 -2.5627
C: 9.5349 7.2941 -2.7689
H: 7.6099 7.9541 -2.2000
H: 7.2101 5.7342 -1.1137
H: 9.4417 4.2579 -1.5002
H: 11.1562 5.8390 -2.8975
H: 9.8602 8.1888 -3.2724
N: 0.6431 0.8698 -7.8262
C: 1.1620 2.0335 -8.3241
C: 1.2020 1.9291 -9.6904
C: 0.6817 0.6523 -10.0285
C: 0.3443 0.0260 -8.8558
H: 0.5034 0.6701 -6.8483
H: 1.4600 2.8323 -7.6645
H: 1.5625 2.6834 -10.3700
H: 0.5672 0.2411 -11.0175
H: -0.0810 -0.9450 -8.6679
N: -4.2847 -5.8156 8.5014
C: -3.6052 -5.7013 7.3212
C: -2.5043 -6.5148 7.3934
C: -2.5254 -7.1480 8.6674
C: -3.6378 -6.6975 9.3263
H: -5.1307 -5.3259 8.7265
H: -3.9651 -5.0506 6.5371
H: -1.7662 -6.6433 6.6186
H: -1.8070 -7.8528 9.0536
H: -4.0235 -6.9256 10.3057
N: 5.9091 1.4088 -3.7542
C: 6.8955 0.4633 -3.6964
C: 8.1032 1.1114 -3.7358
C: 7.8318 2.5036 -3.8159
C: 6.4721 2.6542 -3.8251
H: 4.9228 1.2159 -3.7467
H: 6.6537 -0.5840 -3.6320
H: 9.0719 0.6406 -3.7066
H: 8.5523 3.3033 -3.8604
H: 5.8577 3.5375 -3.8740
N: -1.2047 3.4753 -6.9551
C: -1.1033 3.5950 -5.5963
C: -2.1830 4.3136 -5.1534
C: -2.9698 4.6356 -6.2912
C: -2.3403 4.1016 -7.3856
H: -0.5409 2.9952 -7.5477
H: -0.2742 3.1595 -5.0619
H: -2.3871 4.5770 -4.1286
H: -3.8917 5.1933 -6.3042
H: -2.6017 4.1141 -8.4302

Löwdin atomic charge list, values in e, 99 entries:
1 C -0.084
2 C -0.249
3 C -0.192
4 C -0.192
5 N -0.213
6 C -0.163
7 C -0.198
8 C -0.179
9 C -0.184
10 C -0.418
11 P 0.799
12 O -0.396
13 Cl 0.314
14 C -0.488
15 P 0.409
16 S 0.073
17 O -0.272
18 S 0.683
19 O -0.255
20 O -0.219
21 C -0.364
22 O -0.189
23 C -0.275
24 C -0.215
25 C -0.104
26 P 0.596
27 N -0.137
28 O -0.125
29 O -0.118
30 C -0.226
31 C -0.039
32 C -0.491
33 O 0.088
34 O 0.083
35 C -0.689
36 O -0.068
37 O 0.001
38 C -1.087
39 S 0.664
40 S 0.889
41 C -0.486
42 C -0.307
43 C -0.105
44 H 0.064
45 H 0.073
46 H 0.064
47 H 0.084
48 H 0.085
49 H 0.090
50 H 0.116
51 H 0.129
52 H 0.093
53 H 0.126
54 H 0.122
55 H 0.107
56 H 0.041
57 H 0.131
58 H 0.088
59 H 0.123
60 H 0.090
61 H 0.037
62 H 0.092
63 H -0.037
64 H -0.021
65 H 0.096
66 H 0.077
67 H 0.102
68 H 0.067
69 H 0.066
70 H 0.064
71 H 0.066
72 H -0.006
73 H 0.097
74 H 0.090
75 H 0.119
76 H 0.118
77 H 0.115
78 H 0.057
79 H 0.039
80 H 0.094
81 H 0.103
82 H 0.073
83 H 0.077
84 H 0.025
85 N 0.013
86 C -0.139
87 C -0.105
88 C -0.128
89 C -0.146
90 H 0.136
91 H 0.108
92 H 0.089
93 H 0.084
94 H 0.099
95 N 0.005
96 C -0.128
97 C -0.120
98 C -0.115
99 C -0.148

=====

# 4
DFT (wB97M-V/def2-TZVPD) results for a molecular structure, C3H5O4Ru in a non-equilibrium geometry.

Results
Expectation value of S²   12.01
Charge   +1
Gap between HOMO and LUMO (alpha / beta)   8.19 / 7.11 eV
Spin multiplicity   7

Geometry (Å):
C: 0.3845 -2.0865 -0.0181
C: 0.0455 -1.1527 1.1080
O: 0.9133 -0.1303 1.2458
Ru: 1.1192 1.5252 0.4341
H: -0.1352 -3.0457 0.1116
H: 0.1411 -1.6015 -0.9783
H: 1.4773 -2.2438 -0.1053
H: -0.2493 -1.6165 2.0671
H: -1.4599 0.5532 -0.0130
O: -0.8861 1.5953 -0.0462
C: -0.5704 2.4811 -1.0591
O: 0.6290 2.8967 -0.8764
O: -1.4088 2.8254 -1.8702

Löwdin analysis output, partial charges in e:
1 C -0.073
2 C -0.252
3 O -0.345
4 Ru 1.747
5 H 0.097
6 H 0.081
7 H 0.099
8 H 0.129
9 H 0.314
10 O -0.127
11 C -0.751
12 O -0.106
13 O 0.187

=====

# 5
DFT (wB97M-V/def2-TZVPD) results for a molecular structure, C71H107AsBrCsGeN3SbSi3 in a non-equilibrium geometry.

Results
Gap between HOMO and LUMO (alpha / beta)   3.80 / 3.29 eV

Geometry (Å):
Cs: 1.2177 0.5130 -0.3379
C: 3.6677 -0.2669 2.3372
C: 2.8198 -1.3131 2.7623
C: 2.1531 -0.8421 3.9590
C: 2.6709 0.4279 4.2276
C: 3.5975 0.8039 3.2374
C: 4.3155 2.1340 3.2019
C: 3.2693 3.2594 3.1006
C: 5.1192 2.3319 4.4961
C: 5.2599 2.2328 2.0046
C: 0.9685 -1.3902 4.7561
C: 0.3250 -0.2536 5.5663
C: -0.1160 -1.9223 3.8003
C: 1.3605 -2.4552 5.7955
C: 2.8609 -2.6824 2.0869
C: 1.7066 -2.9032 1.0997
C: 4.1582 -2.8274 1.2688
C: 2.8513 -3.8367 3.0981
H: 4.3342 -0.2958 1.4841
H: 2.4187 1.0513 5.0734
H: 2.5430 3.1775 3.9086
H: 2.7334 3.1876 2.1489
H: 3.7532 4.2409 3.1690
H: 4.4650 2.2760 5.3659
H: 5.6139 3.3094 4.4968
H: 5.8809 1.5575 4.5947
H: 4.6920 2.1852 1.0709
H: 5.9833 1.4158 2.0131
H: 5.8089 3.1790 2.0267
H: 0.0891 0.5882 4.9217
H: 0.9812 0.0853 6.3687
H: -0.6023 -0.6068 6.0280
H: -0.1490 -1.3101 2.8973
H: -1.1013 -1.8729 4.2658
H: 0.0643 -2.9609 3.5235
H: 2.1518 -2.0605 6.4343
H: 1.7219 -3.3738 5.3442
H: 0.4990 -2.7040 6.4247
H: 1.6689 -2.0830 0.3806
H: 0.7432 -2.9823 1.5977
H: 1.8834 -3.8325 0.5472
H: 4.1549 -2.1747 0.3918
H: 4.2535 -3.8566 0.9103
H: 5.0283 -2.5947 1.8814
H: 1.8614 -3.9806 3.5238
H: 3.5628 -3.6482 3.9014
H: 3.1289 -4.7707 2.5996
C: -1.1932 2.7509 -5.8486
C: -1.0313 2.9783 -4.3760
C: -1.8719 3.8272 -3.6649
C: -1.7092 3.9737 -2.2979
C: -0.7085 3.2362 -1.6994
Br: -0.4654 3.3531 0.1778
N: 0.1193 2.4393 -2.3414
C: -0.0408 2.3234 -3.6566
H: -1.6834 3.5988 -6.3241
H: -1.8090 1.8648 -6.0187
H: -0.2275 2.5844 -6.3252
H: -2.6533 4.3718 -4.1811
H: -2.3311 4.6291 -1.7098
H: 0.6548 1.6617 -4.1610
C: -4.9885 -3.2705 0.6340
Sb: -3.7392 -1.7001 1.5016
C: -3.9190 -0.6053 -0.3413
C: -4.4028 0.6981 -0.6170
C: -4.6708 1.7162 0.3282
C: -5.2191 2.9092 -0.0816
C: -5.5385 3.0930 -1.4236
C: -5.2276 2.0616 -2.3043
N: -4.6691 0.9274 -1.9385
Si: -3.3734 -1.5350 -1.8992
C: -4.8466 -2.2778 -2.8312
C: -2.1640 -2.9257 -1.4235
C: -2.3555 -0.5194 -3.1493
C: -5.3085 -1.2639 3.0871
C: -4.8171 0.0272 3.6588
C: -5.3098 0.5705 4.8537
C: -4.7968 1.7594 5.3298
C: -3.8112 2.4141 4.6012
C: -3.3624 1.8113 3.4453
N: -3.8381 0.6511 2.9937
Si: -7.0995 -1.1080 2.4265
C: -7.9080 -2.8210 2.2548
C: -7.3239 -0.2965 0.7346
C: -8.1684 -0.0424 3.5782
Si: -5.1759 -2.6226 4.4507
C: -4.7463 -4.3593 3.8234
C: -3.8028 -2.2733 5.7135
C: -6.7531 -2.7517 5.5109
H: -4.3902 -3.9619 0.0444
H: -5.7326 -2.8137 -0.0170
H: -5.4910 -3.8203 1.4229
H: -4.4402 1.5287 1.3629
H: -5.4142 3.6974 0.6357
H: -6.0145 3.9974 -1.7774
H: -5.4419 2.1614 -3.3657
H: -5.2753 -3.1274 -2.2987
H: -4.5383 -2.6233 -3.8198
H: -5.6276 -1.5289 -2.9647
H: -2.6041 -3.6678 -0.7570
H: -1.2782 -2.5233 -0.9230
H: -1.8265 -3.4537 -2.3178
H: -3.0101 -0.0699 -3.8942
H: -1.6386 -1.1629 -3.6648
H: -1.7622 0.2785 -2.6873
H: -6.0750 0.0410 5.4027
H: -5.1517 2.1720 6.2655
H: -3.3841 3.3459 4.9428
H: -2.5830 2.2694 2.8440
H: -7.8347 -3.1802 1.2278
H: -8.9695 -2.7550 2.5018
H: -7.4656 -3.5780 2.9019
H: -6.6310 -0.6864 -0.0112
H: -7.1865 0.7830 0.7809
H: -8.3398 -0.4866 0.3815
H: -8.2443 -0.4415 4.5904
H: -9.1800 0.0238 3.1726
H: -7.7770 0.9740 3.6485
H: -3.8591 -4.3398 3.1874
H: -5.5522 -4.8413 3.2687
H: -4.5217 -4.9913 4.6843
H: -2.8793 -2.7884 5.4486
H: -4.1113 -2.6353 6.6962
H: -3.5788 -1.2124 5.8134
H: -7.6762 -2.7321 4.9324
H: -6.8019 -1.9395 6.2389
H: -6.7331 -3.6863 6.0749
C: 3.1865 -3.0929 -7.3420
C: 3.0350 -2.1432 -6.1583
C: 1.5731 -1.9991 -5.7411
C: 1.3696 -1.1057 -4.5188
Ge: 2.0333 -1.8374 -2.7452
C: 1.4595 -3.7793 -2.6780
C: 2.3498 -4.7349 -3.4687
C: 3.7033 -5.0042 -2.8138
C: 4.5898 -5.8546 -3.7196
H: 4.2250 -3.1626 -7.6656
H: 2.5857 -2.7491 -8.1860
H: 2.8472 -4.0951 -7.0733
H: 3.4332 -1.1585 -6.4230
H: 3.6143 -2.5173 -5.3102
H: 1.1583 -2.9914 -5.5388
H: 1.0092 -1.5865 -6.5854
H: 0.3012 -0.9109 -4.3942
H: 1.8467 -0.1359 -4.6971
H: 3.5604 -1.9985 -3.0841
H: 0.4349 -3.8110 -3.0589
H: 1.4122 -4.1043 -1.6369
H: 2.5302 -4.3373 -4.4720
H: 1.8304 -5.6917 -3.5907
H: 3.5564 -5.5139 -1.8578
H: 4.1977 -4.0525 -2.6084
H: 4.0968 -6.7983 -3.9616
H: 5.5450 -6.0809 -3.2459
H: 4.7905 -5.3312 -4.6568
C: 6.4041 6.9231 -0.1742
C: 6.3839 6.3413 -1.4361
C: 5.4949 5.3173 -1.7131
C: 4.6197 4.8550 -0.7331
C: 4.6254 5.4638 0.5155
C: 5.5163 6.4910 0.7974
As: 3.3783 3.3783 -1.1035
C: 4.6438 2.1897 -1.9997
C: 5.9892 2.1622 -1.6386
C: 6.8687 1.2852 -2.2541
C: 6.4149 0.4153 -3.2361
C: 5.0740 0.4137 -3.5857
C: 4.1948 1.2847 -2.9600
C: 2.5915 4.3437 -2.6180
C: 2.9029 4.1405 -3.9566
C: 2.2855 4.8935 -4.9469
C: 1.3600 5.8670 -4.6079
C: 1.0603 6.0958 -3.2713
C: 1.6731 5.3376 -2.2873
H: 7.1109 7.7123 0.0468
H: 7.0677 6.6849 -2.2018
H: 5.4885 4.8652 -2.6983
H: 3.9288 5.1236 1.2721
H: 5.5208 6.9481 1.7787
H: 6.3529 2.8340 -0.8719
H: 7.9126 1.2851 -1.9686
H: 7.1035 -0.2665 -3.7176
H: 4.7076 -0.2690 -4.3421
H: 3.1414 1.2647 -3.2319
H: 3.6373 3.3949 -4.2360
H: 2.5358 4.7237 -5.9871
H: 0.8767 6.4520 -5.3804
H: 0.3514 6.8670 -2.9965
H: 1.4429 5.5196 -1.2413

Löwdin atomic charge list, values in e, 99 entries:
1 Cs 0.648
2 C -0.112
3 C -0.180
4 C -0.158
5 C -0.067
6 C -0.246
7 C -0.556
8 C -0.059
9 C -0.051
10 C -0.068
11 C -0.520
12 C -0.081
13 C -0.053
14 C -0.049
15 C -0.529
16 C -0.078
17 C -0.067
18 C -0.048
19 H 0.079
20 H 0.089
21 H 0.077
22 H 0.055
23 H 0.066
24 H 0.075
25 H 0.074
26 H 0.086
27 H 0.031
28 H 0.091
29 H 0.079
30 H 0.078
31 H 0.079
32 H 0.070
33 H 0.072
34 H 0.048
35 H 0.062
36 H 0.088
37 H 0.045
38 H 0.077
39 H -0.042
40 H 0.058
41 H 0.073
42 H 0.068
43 H 0.074
44 H 0.092
45 H 0.051
46 H 0.096
47 H 0.078
48 C -0.028
49 C -0.245
50 C -0.006
51 C -0.092
52 C -0.771
53 Br 0.691
54 N -0.065
55 C -0.108
56 H 0.082
57 H 0.085
58 H 0.082
59 H 0.125
60 H 0.106
61 H 0.104
62 C -0.312
63 Sb 1.444
64 C -0.350
65 C -0.401
66 C -0.040
67 C -0.069
68 C -0.067
69 C -0.145
70 N 0.082
71 Si 0.478
72 C -0.168
73 C -0.192
74 C -0.169
75 C -0.533
76 C -0.447
77 C -0.064
78 C -0.045
79 C -0.053
80 C -0.132
81 N 0.001
82 Si 0.495
83 C -0.179
84 C -0.158
85 C -0.173
86 Si 0.481
87 C -0.191
88 C -0.154
89 C -0.177
90 H -0.007
91 H -0.008
92 H -0.030
93 H 0.062
94 H 0.110
95 H 0.098
96 H 0.108
97 H 0.015
98 H 0.030
99 H 0.024

=====

# 6
DFT (wB97M-V/def2-TZVPD) results for a single C3H2N2O3 molecule in a non-equilibrium geometry.

Results
Gap between HOMO and LUMO (alpha / beta)   7.67 / 9.21 eV

Geometry (Å):
C: 0.5194 -0.3462 -0.2110
C: -0.6380 0.7079 0.1744
C: 1.9881 -0.2215 -0.0643
N: -1.6237 0.9270 -0.5291
N: 1.3153 -0.8533 0.8489
O: -2.1363 0.6616 -1.5759
O: 1.3148 -1.8334 1.6333
O: 3.0527 0.0820 -0.5456
H: 0.2524 -1.0341 -0.9544
H: -0.5967 1.4862 1.0201

Löwdin analysis output, partial charges in e:
1 C -0.025
2 C -0.043
3 C -0.346
4 N -0.118
5 N -0.105
6 O 0.079
7 O 0.110
8 O 0.159
9 H 0.136
10 H 0.153

=====

# 7
DFT (wB97M-V/def2-TZVPD) results for a gas-phase ion, C6H7BrFO2 (charge -1) in a non-equilibrium geometry.

Results
SMILES string   CC[C@]1(C(=O)[O-])C[C@@]1(F)Br
Charge   -1
Gap between HOMO and LUMO   8.13 eV

Geometry (Å):
C: 0.2619 1.5250 -1.2422
C: -0.5056 1.1385 -0.0304
C: -0.0044 -0.2485 0.3863
C: 1.6350 -0.1276 0.6407
O: 2.0805 0.9317 1.0216
O: 2.2187 -1.1528 0.4125
C: -0.4462 -1.5361 -0.3028
C: -0.8622 -1.2187 1.0710
F: -2.2342 -1.0784 1.2348
Br: -0.0875 -2.2622 2.6231
H: -0.1937 1.0210 -2.1345
H: 1.2993 1.2790 -1.1905
H: 0.0996 2.6097 -1.5721
H: -1.5966 1.1916 -0.2604
H: -0.5097 1.8431 0.7143
H: -1.4122 -1.6466 -0.9153
H: 0.2573 -2.2689 -0.4562

Löwdin analysis output, partial charges in e:
1 C -0.120
2 C -0.216
3 C -0.278
4 C -0.760
5 O -0.007
6 O -0.018
7 C -0.061
8 C -0.742
9 F -0.043
10 Br 0.615
11 H 0.079
12 H 0.057
13 H 0.090
14 H 0.117
15 H 0.078
16 H 0.142
17 H 0.068